The following is a DFT calculation (ωB97M-V/def2-TZVPD) of a cluster of 7 separate species, C45H52F5IN7O8PS in total.

```
120
Properties=species:S:1:pos:R:3
H 0.426 4.736 4.226
N -0.591 4.639 4.321
C -0.966 3.543 3.787
C 0.117 2.599 3.160
C 0.073 2.488 1.609
C -0.656 1.575 0.912
O -1.462 0.636 1.590
C -0.703 -0.611 1.582
C -0.639 -1.296 2.999
C 0.741 -1.144 3.752
C -0.565 1.537 -0.665
O -1.504 1.374 -1.393
C 0.915 1.800 -1.158
C 1.530 1.099 -2.287
C 0.586 0.106 -3.034
C -0.346 0.811 -4.147
C -0.486 -0.097 -5.458
I 0.280 2.855 -4.618
C 2.957 1.343 -2.667
P 3.516 0.273 -4.054
O 4.890 0.392 -4.587
O 2.480 0.382 -5.363
O 3.410 -1.302 -3.472
C 3.738 2.353 -1.913
C 5.192 2.587 -2.425
F 5.055 2.917 -3.779
F 5.851 3.695 -1.948
C 6.204 1.372 -2.194
F 7.086 1.226 -3.219
F 5.607 0.204 -1.840
F 6.996 1.730 -1.109
C 3.131 3.067 -0.752
S 4.073 4.250 0.276
C 5.562 3.352 0.918
O 3.410 4.687 1.509
O 4.450 5.473 -0.447
C 1.723 2.796 -0.414
C 0.908 3.485 0.721
O 0.773 4.658 0.913
H -2.028 3.201 3.783
H 1.152 2.968 3.421
H 0.083 1.542 3.556
H 0.353 -0.460 1.228
H -1.190 -1.353 0.885
H -1.507 -0.934 3.603
H -0.800 -2.404 2.851
H 1.518 -0.628 3.124
H 1.189 -2.131 4.052
H 0.627 -0.558 4.709
H -0.147 -0.374 -2.326
H 1.099 -0.729 -3.562
H -1.402 0.923 -3.780
H -1.564 -0.226 -5.727
H -0.058 -1.114 -5.272
H 0.019 0.411 -6.319
H 2.818 1.183 -5.821
H 3.168 -1.256 -2.526
H 6.510 3.834 0.553
H 5.525 2.256 0.680
H 5.602 3.420 2.041
C -1.932 -2.388 -1.580
C -2.963 -1.629 -2.193
C -3.826 -2.516 -2.782
N -3.353 -3.783 -2.551
C -2.201 -3.712 -1.814
H -1.088 -2.007 -1.028
H -3.060 -0.555 -2.201
H -4.732 -2.358 -3.345
H -3.785 -4.633 -2.872
H -1.674 -4.607 -1.523
C -1.432 3.958 7.559
C -0.111 3.594 7.928
C -0.165 3.090 9.202
N -1.467 3.140 9.620
C -2.247 3.663 8.622
H -1.748 4.387 6.622
H 0.779 3.690 7.325
H 0.608 2.703 9.846
H -1.800 2.839 10.519
H -3.310 3.781 8.756
C -2.229 -6.805 2.575
C -3.627 -7.047 2.608
C -4.204 -6.236 1.665
N -3.210 -5.509 1.068
C -2.003 -5.854 1.614
H -1.475 -7.275 3.187
H -4.149 -7.739 3.249
H -5.234 -6.111 1.369
H -3.346 -4.827 0.340
H -1.089 -5.392 1.272
C -3.310 -6.379 -7.324
C -2.591 -7.042 -6.296
C -2.727 -6.294 -5.156
N -3.497 -5.202 -5.457
C -3.861 -5.250 -6.776
H -3.413 -6.696 -8.350
H -2.037 -7.963 -6.383
H -2.342 -6.443 -4.159
H -3.756 -4.477 -4.809
H -4.477 -4.478 -7.208
C 8.310 7.903 1.873
C 6.970 7.610 1.505
C 6.986 7.205 0.195
N 8.282 7.246 -0.243
C 9.097 7.666 0.775
H 8.658 8.248 2.835
H 6.095 7.687 2.130
H 6.190 6.893 -0.460
H 8.589 7.005 -1.169
H 10.161 7.760 0.630
C -8.760 -3.999 1.263
C -7.365 -4.180 1.083
C -7.148 -4.385 -0.255
N -8.361 -4.340 -0.890
C -9.347 -4.100 0.028
H -9.275 -3.815 2.192
H -6.605 -4.160 1.849
H -6.240 -4.560 -0.810
H -8.504 -4.463 -1.877
H -10.379 -4.024 -0.276
```

HOMO energy = -7.944 eV
Energy above the lowest of the compared OMol25 structures with the same formula, charge and spin = 371.6 kJ/mol
Net charge = 0
Structure (SMILES) = [H]/N=C\CC1=C(OCCC)C(=O)c2c(C[C@H](C)I)c(P(=O)(O)O)c(C(F)(F)C(F)(F)F)c(S(C)(=O)=O)c2C1=O.c1cc[nH]c1.c1cc[nH]c1.c1cc[nH]c1.c1cc[nH]c1.c1cc[nH]c1.c1cc[nH]c1
E_LUMO = -2.0 eV
Frontier orbital gap = 6.0 eV

Atomic partial charges in e from the Mulliken method, atoms 1 to 6:
1. H 0.269
2. N -0.653
3. C 0.022
4. C -0.674
5. C 1.015
6. C 0.508



The following is a DFT calculation (ωB97M-V/def2-TZVPD) of a structure of composition C45H52FMnN5O5SSi.

```
111
Properties=species:S:1:pos:R:3
Mn 0.638 -1.372 1.218
C 1.447 -2.147 2.926
Si 0.913 -1.116 4.387
C -0.854 -0.760 3.892
N -1.004 -0.404 2.445
C -2.342 -0.887 1.992
C -3.496 -0.233 2.744
C -3.395 1.307 2.724
C -2.231 1.748 1.845
C -0.919 1.096 2.258
C 0.913 -2.159 5.915
C 0.065 -3.270 6.021
C 0.092 -4.084 7.143
C 0.977 -3.805 8.178
C 1.828 -2.713 8.091
C 1.797 -1.896 6.968
C 1.974 0.380 4.672
C 1.448 1.551 5.224
C 2.272 2.620 5.557
C 3.644 2.524 5.365
C 4.190 1.359 4.839
C 3.359 0.303 4.489
H 1.015 -3.150 2.962
H 2.522 -2.243 2.792
H -1.364 -0.024 4.522
H -1.370 -1.712 4.052
H -2.371 -1.964 2.124
H -2.428 -0.687 0.926
H -3.515 -0.599 3.770
H -4.423 -0.577 2.282
H -3.243 1.690 3.735
H -4.324 1.749 2.364
H -2.090 2.829 1.905
H -2.444 1.521 0.795
H -0.577 1.526 3.201
H -0.169 1.324 1.516
H -0.624 -3.516 5.218
H -0.570 -4.938 7.211
H 1.003 -4.443 9.053
H 2.517 -2.496 8.898
H 2.463 -1.041 6.916
H 0.381 1.633 5.413
H 1.847 3.519 5.989
H 4.290 3.348 5.643
H 5.264 1.273 4.711
H 3.802 -0.607 4.092
F -0.593 3.249 -3.750
C -1.158 2.030 -3.627
C -0.824 1.259 -2.559
C -1.343 -0.032 -2.415
C -0.951 -0.825 -1.257
O -0.149 -0.340 -0.419
C -1.519 -2.116 -1.174
C -2.362 -2.530 -2.166
N -2.722 -1.823 -3.246
C -3.609 -2.540 -4.176
C -4.791 -1.951 -4.874
C -3.589 -2.432 -5.664
C -2.221 -0.525 -3.390
C -2.576 0.311 -4.459
C -2.053 1.582 -4.613
N -2.457 2.377 -5.708
C -2.587 1.777 -7.031
C -3.894 2.258 -7.655
N -4.152 3.672 -7.171
C -2.858 4.416 -6.978
C -2.115 3.799 -5.789
C -1.329 -3.094 -0.049
O -1.945 -4.131 -0.046
O -0.512 -2.762 0.926
H -0.130 1.634 -1.816
H -2.774 -3.527 -2.077
H -3.755 -3.540 -3.802
H -4.988 -0.894 -4.777
H -5.687 -2.555 -4.893
H -2.928 -1.721 -6.136
H -3.678 -3.360 -6.211
H -3.302 -0.018 -5.177
H -2.600 0.694 -6.983
H -1.734 2.050 -7.662
H -4.747 1.658 -7.347
H -3.846 2.280 -8.742
H -4.635 3.627 -6.273
H -4.766 4.163 -7.821
H -3.076 5.465 -6.804
H -2.312 4.327 -7.914
H -2.423 4.290 -4.868
H -1.048 3.988 -5.926
O 3.365 -2.916 -1.541
C 2.668 -2.543 -0.669
N 1.971 -2.147 0.213
C 7.329 -1.171 -1.776
C 6.097 -0.539 -1.189
C 5.211 0.180 -1.980
C 4.051 0.723 -1.440
C 3.803 0.562 -0.089
C 4.677 -0.146 0.732
C 5.814 -0.690 0.175
S 2.312 1.224 0.569
C 2.942 2.473 1.655
O 1.769 0.206 1.588
H 7.399 -0.992 -2.847
H 7.316 -2.249 -1.609
H 8.230 -0.778 -1.303
H 5.416 0.298 -3.036
H 3.352 1.263 -2.069
H 4.447 -0.287 1.782
H 6.495 -1.258 0.797
H 3.769 2.064 2.230
H 2.130 2.777 2.317
H 3.269 3.303 1.028
```

HOMO energy (alpha / beta) = -12.371 / -12.308 eV
Energy above the lowest of the compared OMol25 structures with the same formula, charge and spin = 0.0 kJ/mol
Net charge = +2
E_LUMO (alpha / beta) = -4.9 / -5.0 eV
Frontier orbital gap (alpha / beta) = 7.4 / 7.4 eV
2S+1 = 4

Atomic partial charges in e from the Mulliken method, atoms 1 to 6:
1. Mn 0.752
2. C -0.652
3. Si -0.987
4. C -0.927
5. N 1.944
6. C -1.204